Entry 1:
{"formula": "C4H3LiOY", "method": "ωB97M-V/def2-TZVPD", "symbols": ["H", "O", "C", "C", "H", "H", "Y", "Li", "C", "C"], "coordinates": [[-1.3311, -1.8022, 0.5547], [0.6251, -1.4935, 1.2280], [-0.3739, -1.3180, 0.2509], [-0.6197, 0.1513, -0.0595], [-0.0737, -1.8534, -0.6824], [-1.5342, 0.2586, -0.6706], [1.0891, 0.4456, 1.7210], [-0.5382, 2.3393, 0.4018], [1.8074, 2.0736, -1.2273], [0.9492, 1.1988, -1.5165]], "atomic_forces_ev_per_a": [[0.33, 0.50, 0.06], [0.28, 0.94, 0.91], [0.08, -0.47, -1.74], [0.76, 1.12, -0.10], [-0.12, 0.26, 0.53], [0.61, 0.15, 0.16], [0.07, -0.91, -2.31], [0.17, -0.23, -1.25], [-0.07, 0.16, 1.16], [-2.10, -1.52, 2.59]], "mulliken_spin": [0.010, -0.017, 0.001, 0.021, -0.002, -0.001, 0.836, 0.145, -0.003, 0.011], "multiplicity": 2, "energy_ev": -7483.13600, "homo_lumo_gap_ev": [5.59, 6.12]}

=====

Entry 2:
{"formula": "C3H5NO4", "method": "ωB97M-V/def2-TZVPD", "symbols": ["N", "O", "C", "O", "C", "C", "O", "O", "H", "H", "H", "H", "H"], "coordinates": [[1.3004, -0.2028, 2.0416], [0.2870, -0.4900, 1.0390], [0.7165, -0.1245, -0.3011], [2.0236, 0.2587, -0.4955], [-0.2975, 0.1525, -1.1188], [-1.6806, 0.0224, -0.5828], [-2.5411, 0.8655, -0.7697], [-1.9801, -1.2233, -0.1737], [1.0606, 0.7511, 2.3058], [2.1541, -0.1371, 1.4804], [2.0973, 0.7013, -1.3582], [-0.2007, 0.6269, -2.0841], [-2.9394, -1.2006, 0.0172]], "atomic_forces_ev_per_a": [[-0.22, -0.02, -0.71], [2.43, 0.10, -2.15], [-1.06, 1.60, 1.82], [-0.91, -0.96, 0.40], [-0.23, -0.20, 0.53], [-0.92, 0.10, -2.18], [0.83, -0.51, 0.69], [-0.52, 0.28, 0.47], [0.21, 0.06, 0.11], [0.04, 0.02, 0.63], [-0.16, -0.27, 0.38], [0.11, -0.13, 0.00], [0.40, -0.09, 0.02]], "nbo_charge": [-0.479, -0.385, 0.617, -0.696, -0.497, 0.778, -0.599, -0.662, 0.335, 0.348, 0.511, 0.236, 0.494], "smiles": "NO/C(O)=C\\C(=O)O", "relative_energy_kcal_mol": 79.3, "energy_ev": -12869.43576, "homo_lumo_gap_ev": 9.50}

=====

Entry 3:
{"formula": "C4H13ClN3O4Pb", "method": "ωB97M-V/def2-TZVPD", "symbols": ["Pb", "N", "C", "C", "N", "C", "C", "N", "H", "H", "H", "H", "H", "H", "H", "H", "H", "H", "H", "H", "H", "O", "Cl", "O", "O", "O"], "coordinates": [[-0.0734, 0.0002, -0.5145], [-1.4040, -2.0825, 0.2792], [-1.9798, -1.8100, 1.6120], [-0.9172, -1.2539, 2.5539], [-0.2862, 0.0000, 2.0842], [-0.9179, 1.2535, 2.5541], [-1.9803, 1.8096, 1.6120], [-1.4042, 2.0827, 0.2796], [-2.1368, -2.3315, -0.3784], [-0.7654, -2.8732, 0.3215], [-2.3950, -2.7137, 2.0627], [-2.7959, -1.0995, 1.4857], [-0.1293, -2.0027, 2.6560], [-1.3676, -1.1140, 3.5401], [0.6747, 0.0002, 2.4111], [-0.1304, 2.0027, 2.6568], [-1.3686, 1.1131, 3.5401], [-2.3961, 2.7129, 2.0629], [-2.7961, 1.0988, 1.4851], [-0.7656, 2.8735, 0.3223], [-2.1369, 2.3320, -0.3782], [3.0470, -1.1785, -2.8373], [2.4172, 0.0002, -2.4101], [3.0476, 1.1781, -2.8377], [1.0041, 0.0004, -2.8211], [2.3524, 0.0003, -0.9126]], "atomic_forces_ev_per_a": [[0.22, 0.00, -0.51], [-0.06, -0.07, 0.18], [0.17, 0.05, 0.01], [-0.12, -0.10, -0.12], [0.12, 0.00, -0.01], [-0.12, 0.10, -0.12], [0.16, -0.05, 0.01], [-0.06, 0.07, 0.18], [0.03, -0.09, -0.01], [-0.08, -0.06, -0.01], [-0.06, 0.04, 0.02], [-0.04, -0.02, 0.01], [0.03, 0.03, 0.05], [0.06, 0.00, 0.03], [-0.04, 0.00, 0.06], [0.03, -0.03, 0.05], [0.06, 0.00, 0.03], [-0.06, -0.04, 0.02], [-0.04, 0.02, 0.01], [-0.08, 0.06, -0.01], [0.03, 0.09, -0.01], [0.26, -0.42, -0.14], [-0.34, -0.01, 0.11], [0.27, 0.43, -0.14], [-0.14, 0.00, -0.19], [-0.20, 0.00, 0.48]], "nbo_charge": [1.513, -0.884, -0.239, -0.243, -0.683, -0.243, -0.239, -0.884, 0.403, 0.397, 0.223, 0.197, 0.218, 0.217, 0.407, 0.218, 0.217, 0.223, 0.197, 0.397, 0.403, -0.764, 2.552, -0.764, -0.905, -0.935], "total_charge": 1, "energy_ev": -34776.15996, "homo_lumo_gap_ev": 9.37}

=====

Entry 4:
{"formula": "C45H43BiCl2N5O4P", "method": "ωB97M-V/def2-TZVPD", "symbols": ["Bi", "C", "C", "N", "C", "C", "N", "C", "O", "O", "C", "O", "O", "H", "H", "H", "H", "H", "N", "C", "C", "C", "N", "H", "H", "H", "H", "H", "H", "H", "H", "H", "H", "C", "C", "C", "C", "C", "C", "P", "C", "C", "C", "C", "C", "C", "C", "C", "C", "C", "C", "C", "C", "C", "C", "C", "H", "H", "H", "H", "H", "H", "H", "H", "H", "H", "H", "H", "H", "H", "H", "H", "Cl", "C", "Cl", "H", "H", "N", "C", "C", "C", "C", "C", "C", "C", "C", "C", "C", "C", "C", "C", "H", "H", "H", "H", "H", "H", "H", "H", "H", "H"], "coordinates": [[0.1192, -0.1477, -0.5523], [-3.9872, -1.9497, 3.7262], [-2.8043, -2.7706, 3.3469], [-2.1830, -2.7239, 2.1884], [-1.1415, -3.6047, 2.2578], [-1.1444, -4.2038, 3.4966], [-2.2077, -3.6599, 4.1650], [-0.3394, -5.2565, 4.1586], [0.6774, -5.7180, 3.4834], [-0.6549, -5.6358, 5.2687], [-0.1457, -3.7876, 1.1413], [0.7701, -4.6159, 1.3747], [-0.2482, -3.1292, 0.0739], [-3.7434, -0.8893, 3.6590], [-4.2968, -2.1677, 4.7469], [-4.8197, -2.1487, 3.0511], [-2.4553, -3.9263, 5.1055], [0.7567, -5.2494, 2.5652], [-0.8429, -1.6432, -2.1335], [-2.0629, -1.3872, -2.9150], [-3.3298, -1.5624, -2.0885], [-3.5091, -0.4300, -1.0891], [-2.4152, -0.4561, -0.1263], [-0.0624, -1.8824, -2.7360], [-0.9446, -2.4233, -1.4728], [-2.0960, -2.0681, -3.7708], [-2.0221, -0.3641, -3.2921], [-3.2837, -2.5105, -1.5433], [-4.1894, -1.5987, -2.7592], [-4.4867, -0.5291, -0.5979], [-3.4973, 0.5309, -1.6138], [-2.3840, -1.3329, 0.4121], [-2.5251, 0.2875, 0.5514], [-3.6094, 3.5085, 5.0273], [-2.2371, 3.6820, 5.1067], [-1.4150, 3.2569, 4.0708], [-1.9602, 2.6503, 2.9453], [-3.3431, 2.4615, 2.8840], [-4.1630, 2.8990, 3.9091], [-0.9932, 1.9735, 1.5353], [0.7086, 2.5114, 1.9410], [1.3076, 1.9353, 3.0632], [2.6173, 2.2358, 3.3938], [3.3555, 3.0925, 2.5889], [2.7742, 3.6498, 1.4616], [1.4556, 3.3644, 1.1334], [-1.4453, 3.1671, 0.2032], [-1.9898, 4.3770, 0.5708], [-2.3763, 5.3389, -0.3746], [-2.2048, 5.0815, -1.6996], [-1.6265, 3.8674, -2.1313], [-1.4165, 3.6714, -3.5144], [-0.8126, 2.5395, -3.9677], [-0.4227, 1.5527, -3.0471], [-0.6302, 1.6680, -1.6926], [-1.2358, 2.8630, -1.1867], [-4.2470, 3.8422, 5.8353], [-1.8023, 4.1571, 5.9767], [-0.3477, 3.4186, 4.1352], [-3.7803, 1.9971, 2.0053], [-5.2353, 2.7662, 3.8412], [0.7383, 1.2466, 3.6753], [3.0661, 1.7901, 4.2732], [4.3843, 3.3185, 2.8374], [3.3471, 4.3150, 0.8284], [1.0057, 3.8132, 0.2572], [-2.1308, 4.6079, 1.6165], [-2.7995, 6.2765, -0.0388], [-2.4863, 5.8114, -2.4492], [-1.7288, 4.4535, -4.1959], [-0.6224, 2.3962, -5.0239], [0.0987, 0.6817, -3.4249], [1.7478, -1.6157, 3.0477], [3.3085, -1.4288, 2.2435], [3.2517, -0.1991, 0.9557], [3.5632, -2.3820, 1.7945], [4.0418, -1.1115, 2.9755], [1.8099, -0.0001, -1.9197], [2.5698, -0.8081, -2.5293], [2.3752, -2.2965, -2.6263], [1.9023, -2.8478, -3.8180], [1.6769, -4.2128, -3.9150], [1.9208, -5.0353, -2.8239], [2.3990, -4.4934, -1.6413], [2.6213, -3.1281, -1.5429], [3.7338, -0.2880, -3.3145], [3.7177, 1.0355, -3.7524], [4.7247, 1.5142, -4.5725], [5.7684, 0.6803, -4.9513], [5.8151, -0.6251, -4.4851], [4.7990, -1.1110, -3.6759], [1.7224, -2.2023, -4.6724], [1.3157, -4.6313, -4.8463], [1.7510, -6.1015, -2.8979], [2.5826, -5.1280, -0.7867], [2.9946, -2.7021, -0.6203], [2.8897, 1.6612, -3.4434], [4.6884, 2.5359, -4.9290], [6.5431, 1.0438, -5.6142], [6.6354, -1.2731, -4.7662], [4.8330, -2.1342, -3.3236]], "atomic_forces_ev_per_a": [[-0.01, -0.42, -0.05], [0.04, -0.03, 0.01], [0.04, 0.06, -0.21], [-0.26, 0.52, -0.33], [0.06, 0.11, -0.06], [0.07, -0.08, -0.20], [0.10, -0.10, 0.04], [0.35, -0.19, -0.07], [-0.13, -0.48, 1.13], [-0.13, 0.05, 0.17], [0.00, 0.15, -0.43], [0.31, 0.26, -0.79], [-0.35, -0.01, 0.73], [0.00, 0.03, 0.01], [-0.06, 0.01, 0.00], [-0.01, -0.01, 0.04], [0.02, -0.04, -0.01], [-0.05, 0.14, -0.31], [0.18, 0.09, 0.22], [-0.19, -0.08, -0.08], [0.19, 0.21, 0.11], [-0.24, -0.26, -0.12], [-0.07, -0.16, 0.33], [0.07, -0.11, -0.11], [0.00, -0.16, -0.08], [0.08, 0.03, 0.02], [-0.02, -0.07, -0.11], [-0.08, -0.07, -0.07], [0.01, -0.03, 0.00], [0.06, 0.04, -0.02], [0.03, -0.02, 0.05], [-0.15, 0.09, 0.02], [-0.04, -0.05, 0.13], [0.03, 0.00, 0.06], [-0.07, 0.02, 0.02], [0.02, 0.08, -0.10], [-0.08, -0.34, -0.01], [0.05, 0.02, 0.01], [-0.07, -0.01, -0.02], [0.17, 0.85, 0.20], [0.00, -0.25, -0.09], [0.05, 0.00, -0.08], [-0.02, -0.02, 0.08], [-0.01, 0.03, 0.01], [0.08, 0.05, -0.07], [-0.08, -0.04, 0.10], [-0.12, 0.03, 0.10], [0.09, -0.17, -0.08], [-0.05, 0.11, -0.08], [0.01, 0.09, 0.08], [0.06, -0.18, 0.11], [0.01, -0.02, -0.04], [-0.06, 0.07, -0.11], [0.07, -0.01, 0.20], [0.00, 0.08, -0.02], [-0.14, 0.17, -0.10], [-0.01, 0.01, 0.00], [0.02, 0.00, -0.01], [-0.02, 0.02, 0.03], [-0.03, -0.03, 0.03], [0.00, -0.02, -0.01], [0.04, -0.05, 0.03], [0.00, 0.00, -0.01], [0.00, 0.01, 0.00], [0.01, -0.01, 0.00], [0.03, 0.00, -0.02], [0.02, 0.00, 0.03], [-0.01, 0.01, -0.02], [-0.02, 0.00, 0.00], [0.01, -0.01, -0.02], [-0.01, 0.00, -0.01], [-0.01, 0.00, -0.06], [-0.05, 0.02, 0.03], [-0.11, 0.12, -0.09], [0.19, -0.18, 0.11], [0.03, 0.02, 0.00], [0.00, -0.03, -0.02], [0.48, -0.25, -0.18], [-0.16, 0.22, 0.12], [-0.27, 0.02, 0.07], [0.08, 0.01, -0.02], [-0.08, 0.06, -0.06], [0.09, -0.05, 0.01], [0.00, -0.05, 0.00], [0.02, 0.05, 0.00], [0.12, 0.09, -0.17], [-0.01, -0.07, 0.03], [-0.03, 0.05, 0.01], [0.07, -0.03, -0.01], [0.02, 0.01, -0.02], [-0.07, 0.04, 0.02], [0.05, -0.01, 0.00], [-0.02, -0.02, 0.02], [-0.03, 0.00, 0.00], [-0.06, 0.00, 0.06], [-0.07, 0.02, 0.04], [0.00, 0.02, -0.03], [0.02, 0.00, 0.00], [0.02, 0.03, 0.03], [0.01, 0.01, 0.00], [-0.03, -0.02, -0.04]], "mulliken_charge": [2.102, -1.099, 0.134, -0.320, 0.504, 0.285, -0.060, 0.484, -0.621, -0.686, -0.181, -0.843, -0.506, 0.082, 0.365, 0.292, 0.260, 0.509, -0.209, -0.449, -1.036, -0.551, -0.119, -0.045, 0.311, 0.445, 0.212, 0.343, 0.452, 0.482, 0.332, 0.345, -0.201, -0.521, -0.785, -0.060, -0.416, -0.135, -0.870, 0.702, 0.546, -0.428, -1.030, -0.553, -0.789, -0.485, 0.539, -0.180, -1.157, -0.756, 1.452, -0.903, -1.283, -0.654, 0.478, -0.605, 0.392, 0.439, 0.401, 0.461, 0.430, 0.682, 0.460, 0.386, 0.436, 0.381, 0.510, 0.427, 0.386, 0.381, 0.486, 0.661, -0.063, -0.662, -0.010, 0.372, 0.492, -0.403, -0.422, -0.693, 0.367, -0.844, -0.564, -0.515, 0.234, 0.812, -0.372, -0.704, -0.421, -0.842, -0.260, 0.502, 0.427, 0.400, 0.417, 0.243, 0.449, 0.404, 0.385, 0.400, 0.432], "relative_energy_kcal_mol": 6.4, "energy_ev": -103179.30534, "homo_lumo_gap_ev": 7.90}